{"formula": "C48H55O4P2S2SiW", "method": "wB97M-V/def2-TZVPD", "total_charge": 3, "homo_energy_ev": [-15.29, -15.34], "orbital_gap_ev": [6.17, 6.21], "elements": ["W", "O", "S", "C", "C", "C", "C", "C", "C", "P", "C", "C", "C", "C", "C", "C", "C", "C", "C", "C", "C", "C", "C", "C", "C", "C", "C", "C", "P", "C", "C", "C", "C", "C", "C", "C", "C", "C", "C", "C", "C", "H", "H", "H", "H", "H", "H", "H", "H", "H", "H", "H", "H", "H", "H", "H", "H", "H", "H", "H", "H", "H", "H", "H", "H", "H", "H", "H", "H", "C", "C", "C", "C", "O", "Si", "S", "O", "C", "C", "C", "C", "O", "C", "C", "C", "C", "H", "H", "H", "H", "H", "H", "H", "H", "H", "H", "H", "H", "H", "H", "H", "H", "H", "H", "H", "H", "H", "H", "H", "H", "H", "H", "H"], "xyz": [[0.5912, -0.6269, 0.8798], [-0.2534, 2.1970, -0.8395], [0.2311, 1.6892, 0.4258], [1.8425, 2.3789, 0.8244], [2.0525, 3.5967, 1.4502], [3.3559, 3.9706, 1.7496], [4.4198, 3.1326, 1.4368], [4.2051, 1.9199, 0.7975], [2.9062, 1.5388, 0.4757], [2.5047, 0.0196, -0.4580], [2.7104, 0.4231, -2.1932], [3.9878, 0.7935, -2.6228], [4.1675, 1.1731, -3.9399], [3.0854, 1.1927, -4.8130], [1.8223, 0.8188, -4.3787], [1.6242, 0.4294, -3.0637], [3.7099, -1.1927, 0.1091], [4.4625, -1.9897, -0.7452], [5.2526, -2.9989, -0.2105], [5.2682, -3.2279, 1.1587], [4.5111, -2.4361, 2.0151], [3.7281, -1.4201, 1.4944], [-0.7611, 2.3549, 1.7675], [-1.3885, 3.5745, 1.5914], [-2.0333, 4.1614, 2.6738], [-2.0338, 3.5287, 3.9098], [-1.4319, 2.2869, 4.0696], [-0.8085, 1.6763, 2.9863], [0.1085, 0.1156, 3.1307], [0.9971, 0.1811, 4.6946], [0.6414, -0.6148, 5.7814], [1.3608, -0.5038, 6.9623], [2.4306, 0.3756, 7.0503], [2.7934, 1.1538, 5.9572], [2.0772, 1.0639, 4.7767], [-0.8926, -1.4148, 3.1127], [-0.3043, -2.3919, 2.2779], [-0.8753, -3.6427, 2.1149], [-2.0451, -3.9317, 2.7982], [-2.6396, -2.9786, 3.6206], [-2.0810, -1.7164, 3.7651], [1.2199, 4.2389, 1.7052], [3.5384, 4.9185, 2.2377], [5.4299, 3.4290, 1.6870], [5.0384, 1.2731, 0.5534], [4.8269, 0.7802, -1.9381], [5.1525, 1.4554, -4.2860], [3.2322, 1.5024, -5.8389], [0.9880, 0.8320, -5.0666], [0.6441, 0.1358, -2.7104], [4.4306, -1.8214, -1.8137], [5.8552, -3.6115, -0.8675], [5.8715, -4.0286, 1.5643], [4.5450, -2.6067, 3.0831], [3.1855, -0.7481, 2.1665], [-1.3430, 4.0585, 0.6226], [-2.5133, 5.1238, 2.5574], [-2.5051, 4.0061, 4.7589], [-1.4247, 1.8023, 5.0389], [-0.1913, -1.3025, 5.7193], [1.0845, -1.1101, 7.8143], [2.9821, 0.4608, 7.9768], [3.6343, 1.8305, 6.0277], [2.3417, 1.6842, 3.9248], [0.7429, -2.2529, 1.8565], [-0.4071, -4.3878, 1.4856], [-2.4908, -4.9120, 2.6950], [-3.5374, -3.2355, 4.1676], [-2.5539, -0.9779, 4.3997], [-5.8666, 0.7150, -3.4461], [-6.4984, 1.5575, -2.3534], [-7.9934, 1.3171, -2.2334], [-6.1674, 3.0316, -2.5059], [-5.9044, 1.1670, -1.0494], [-5.5547, -0.0951, -0.2077], [-1.1733, -0.9771, -0.4405], [-5.4682, 0.0829, 1.3514], [-6.0837, 1.0285, 2.3047], [-5.7744, 2.4589, 1.8962], [-5.4583, 0.6895, 3.6464], [-7.5802, 0.7651, 2.3062], [-5.2466, -1.4658, -0.8647], [-5.2849, -2.9199, -0.6451], [-3.9082, -3.4484, -1.0035], [-5.6411, -3.2005, 0.8034], [-6.3420, -3.4470, -1.6015], [-6.2216, 1.0490, -4.4192], [-6.1269, -0.3372, -3.3212], [-4.7807, 0.8196, -3.4195], [-8.4885, 1.6196, -3.1549], [-8.4133, 1.8994, -1.4126], [-8.2000, 0.2576, -2.0615], [-6.5486, 3.3966, -3.4585], [-5.0874, 3.1787, -2.4869], [-6.6241, 3.6157, -1.7072], [-4.6970, 2.6200, 1.8485], [-6.2014, 3.1395, 2.6320], [-6.2030, 2.6904, 0.9230], [-4.3949, 0.9251, 3.6347], [-5.5971, -0.3699, 3.8648], [-5.9408, 1.2734, 4.4298], [-7.9909, 0.9123, 1.3032], [-8.0872, 1.4532, 2.9806], [-7.7972, -0.2530, 2.6312], [-3.1586, -3.1666, -0.2617], [-3.6025, -3.0694, -1.9785], [-3.9555, -4.5352, -1.0615], [-4.8914, -2.7697, 1.4700], [-5.6808, -4.2767, 0.9668], [-6.6214, -2.7857, 1.0483], [-6.1043, -3.1542, -2.6239], [-7.3292, -3.0644, -1.3391], [-6.3748, -4.5347, -1.5587]], "mulliken_charge": [0.592, -0.787, 1.411, 0.565, -0.531, -0.855, -0.864, -0.584, 0.063, 1.241, 0.671, -0.490, -0.798, -0.600, -0.748, -0.138, 1.010, -0.854, -0.766, -0.643, -1.007, -0.446, -0.307, -0.591, -0.841, -0.809, -0.626, 0.188, 1.520, 0.453, -0.385, -0.716, -0.652, -0.771, -0.115, 0.448, -0.653, -0.562, -0.663, -0.960, -0.443, 0.514, 0.468, 0.494, 0.497, 0.420, 0.451, 0.430, 0.451, 0.312, 0.526, 0.468, 0.444, 0.515, 0.520, 0.624, 0.531, 0.488, 0.608, 0.389, 0.456, 0.423, 0.466, 0.219, 0.060, 0.576, 0.503, 0.527, 0.659, -1.440, 1.434, -1.543, -1.659, 0.148, -0.932, -0.058, 0.825, 1.592, -1.294, -1.404, -1.700, 0.429, 1.712, -1.327, -1.550, -1.780, 0.508, 0.250, 0.333, 0.473, 0.336, 0.317, 0.473, 0.364, 0.372, 0.139, 0.547, 0.218, 0.060, 0.372, 0.518, 0.290, 0.479, 0.372, -0.083, 0.375, 0.489, 0.181, 0.521, 0.404, 0.387, 0.390, 0.464]}